Density functional theory data (wB97M-V/def2-TZVPD) for a cluster of 9 separate species, C81H171N9O9 in total.

## Properties
E_LUMO   0.252 eV
Gap between HOMO and LUMO   8.27 eV
Energy relative to the best compared isomer or geometry (same formula, charge and spin)   222.08 kcal/mol
Strongest force on any atom   4.438 eV Å⁻¹
Total charge   0
SMILES string   CC1(C)CCCC(C)(C)N1O.CC1(C)CCCC(C)(C)N1O.CC1(C)CCCC(C)(C)N1O.CC1(C)CCCC(C)(C)N1O.CC1(C)CCCC(C)(C)N1O.CC1(C)CCCC(C)(C)N1O.CC1(C)CCCC(C)(C)N1O.CC1(C)CCCC(C)(C)N1O.CC1(C)CCCC(C)(C)N1O

Atoms and positions in Å:
1 C 7.822 -4.585 0.635
2 C 7.038 -5.751 1.326
3 C 5.887 -6.056 0.427
4 C 6.218 -6.849 -0.875
5 C 6.975 -8.035 -0.536
6 C 8.286 -7.855 0.430
7 N 7.825 -6.969 1.543
8 O 9.011 -6.634 2.291
9 C 8.563 -9.276 1.006
10 C 9.456 -7.407 -0.407
11 C 6.441 -5.217 2.660
12 H 7.113 -3.769 0.491
13 H 8.434 -4.729 -0.255
14 H 8.609 -4.283 1.326
15 H 5.156 -6.663 0.962
16 H 5.195 -5.258 0.161
17 H 6.857 -6.150 -1.413
18 H 5.285 -7.062 -1.397
19 H 7.247 -8.618 -1.416
20 H 6.333 -8.691 0.052
21 H 8.458 -10.061 0.257
22 H 9.573 -9.336 1.412
23 H 7.793 -9.629 1.692
24 H 10.216 -7.088 0.307
25 H 9.774 -8.256 -1.012
26 H 9.169 -6.693 -1.178
27 H 5.851 -4.337 2.405
28 H 7.247 -4.861 3.302
29 H 5.851 -5.903 3.267
30 H 9.170 -7.467 2.741
31 C 1.928 5.231 3.655
32 C 3.151 5.714 2.724
33 C 3.564 4.322 2.055
34 C 4.377 4.335 0.792
35 C 3.625 5.216 -0.298
36 C 3.375 6.713 0.318
37 N 2.692 6.617 1.649
38 O 2.352 7.875 2.183
39 C 4.691 7.413 0.231
40 C 2.355 7.416 -0.537
41 C 4.374 6.285 3.576
42 H 1.143 4.772 3.053
43 H 1.544 6.087 4.209
44 H 2.163 4.494 4.423
45 H 3.996 3.755 2.879
46 H 2.681 3.757 1.756
47 H 4.602 3.348 0.389
48 H 5.352 4.760 1.031
49 H 2.738 4.624 -0.526
50 H 4.185 5.269 -1.232
51 H 5.330 7.251 1.100
52 H 5.206 7.172 -0.699
53 H 4.378 8.457 0.217
54 H 2.762 7.606 -1.530
55 H 1.464 6.797 -0.642
56 H 1.885 8.329 -0.171
57 H 4.425 7.357 3.387
58 H 5.354 5.888 3.312
59 H 4.261 6.084 4.642
60 H 1.450 8.085 1.931
61 C -7.583 2.222 3.555
62 C -6.350 2.833 4.376
63 C -6.870 3.519 5.596
64 C -5.768 4.036 6.581
65 C -5.054 2.789 7.029
66 C -4.425 2.055 5.845
67 N -5.456 1.734 4.862
68 O -4.792 1.142 3.755
69 C -3.199 2.824 5.247
70 C -3.939 0.625 6.442
71 C -5.772 3.850 3.316
72 H -8.134 3.017 3.053
73 H -8.256 1.771 4.284
74 H -7.201 1.520 2.813
75 H -7.575 4.342 5.479
76 H -7.425 2.750 6.135
77 H -6.109 4.545 7.482
78 H -5.058 4.673 6.053
79 H -5.610 2.099 7.664
80 H -4.256 3.239 7.620
81 H -2.459 2.822 6.048
82 H -2.803 2.582 4.261
83 H -3.311 3.901 5.128
84 H -3.114 0.684 7.152
85 H -4.839 0.145 6.827
86 H -3.524 0.046 5.617
87 H -4.930 4.450 3.662
88 H -6.514 4.638 3.185
89 H -5.627 3.525 2.286
90 H -5.009 0.211 3.842
91 C 3.650 -1.093 -5.618
92 C 3.018 -0.758 -4.277
93 C 3.431 -1.855 -3.288
94 C 4.885 -1.714 -2.792
95 C 5.145 -0.245 -2.182
96 C 4.685 0.903 -3.166
97 N 3.369 0.625 -3.769
98 O 2.995 1.588 -4.679
99 C 4.551 2.224 -2.421
100 C 5.741 1.188 -4.333
101 C 1.421 -0.844 -4.372
102 H 3.480 -2.124 -5.929
103 H 4.740 -1.088 -5.591
104 H 3.381 -0.425 -6.437
105 H 2.786 -1.686 -2.426
106 H 3.260 -2.872 -3.640
107 H 5.568 -1.967 -3.602
108 H 5.151 -2.513 -2.100
109 H 6.231 -0.165 -2.153
110 H 4.815 -0.144 -1.148
111 H 3.656 2.183 -1.800
112 H 5.427 2.392 -1.794
113 H 4.551 3.077 -3.099
114 H 6.312 0.456 -4.903
115 H 5.157 1.710 -5.091
116 H 6.353 1.992 -3.923
117 H 1.077 -0.168 -5.155
118 H 1.242 -0.442 -3.375
119 H 0.968 -1.835 -4.373
120 H 3.444 1.242 -5.454
121 C 0.592 -8.764 -0.471
122 C 0.609 -7.330 -0.912
123 C 1.963 -6.705 -0.505
124 C 2.429 -5.469 -1.240
125 C 2.223 -5.671 -2.753
126 C 0.845 -6.083 -3.223
127 N 0.391 -7.228 -2.393
128 O -0.797 -7.932 -2.902
129 C -0.213 -4.970 -3.206
130 C 1.046 -6.593 -4.643
131 C -0.568 -6.525 -0.238
132 H -0.073 -9.393 -1.063
133 H 0.278 -9.004 0.545
134 H 1.591 -9.188 -0.571
135 H 1.926 -6.290 0.502
136 H 2.812 -7.388 -0.540
137 H 3.480 -5.346 -0.979
138 H 1.863 -4.598 -0.908
139 H 3.010 -6.256 -3.228
140 H 2.419 -4.672 -3.143
141 H -0.009 -4.280 -4.024
142 H -1.274 -5.136 -3.393
143 H -0.099 -4.331 -2.330
144 H 1.710 -7.458 -4.656
145 H 0.123 -6.849 -5.163
146 H 1.517 -5.878 -5.318
147 H -0.415 -6.444 0.838
148 H -1.581 -6.902 -0.385
149 H -0.658 -5.462 -0.462
150 H -1.509 -7.411 -2.522
151 C -6.832 -6.579 4.109
152 C -6.288 -5.175 4.562
153 C -7.337 -4.743 5.580
154 C -7.005 -5.135 7.074
155 C -5.547 -4.737 7.465
156 C -4.598 -5.434 6.603
157 N -4.918 -5.023 5.209
158 O -3.938 -5.593 4.471
159 C -3.184 -4.820 6.901
160 C -4.681 -6.979 6.810
161 C -6.225 -4.269 3.341
162 H -5.978 -7.106 3.683
163 H -7.646 -6.497 3.389
164 H -6.985 -7.241 4.962
165 H -7.434 -3.666 5.446
166 H -8.276 -5.196 5.263
167 H -7.143 -6.182 7.344
168 H -7.628 -4.511 7.714
169 H -5.269 -4.889 8.508
170 H -5.452 -3.717 7.095
171 H -2.358 -5.075 6.237
172 H -3.261 -3.733 6.873
173 H -2.735 -5.139 7.841
174 H -5.373 -7.296 7.590
175 H -5.003 -7.551 5.939
176 H -3.737 -7.471 7.043
177 H -5.563 -4.721 2.603
178 H -5.772 -3.293 3.518
179 H -7.225 -4.274 2.908
180 H -3.528 -4.817 4.082
181 C -2.545 4.663 0.769
182 C -2.860 5.022 -0.715
183 C -3.950 3.979 -1.155
184 C -4.579 4.348 -2.506
185 C -5.111 5.798 -2.374
186 C -4.118 6.877 -1.870
187 N -3.381 6.372 -0.689
188 O -2.490 7.364 -0.261
189 C -3.291 7.369 -3.096
190 C -4.960 8.107 -1.494
191 C -1.585 4.795 -1.509
192 H -3.279 4.916 1.534
193 H -1.581 4.958 1.185
194 H -2.524 3.574 0.794
195 H -3.495 3.001 -1.313
196 H -4.723 3.920 -0.389
197 H -5.430 3.681 -2.641
198 H -3.822 4.214 -3.279
199 H -5.868 5.795 -1.590
200 H -5.593 6.075 -3.312
201 H -2.483 7.986 -2.703
202 H -2.738 6.565 -3.582
203 H -3.759 7.908 -3.920
204 H -5.842 7.997 -0.863
205 H -4.389 8.813 -0.891
206 H -5.346 8.679 -2.338
207 H -0.745 4.812 -0.815
208 H -1.346 5.546 -2.261
209 H -1.446 3.864 -2.058
210 H -2.798 7.423 0.646
211 C -1.567 -1.800 3.032
212 C -0.079 -1.425 2.606
213 C 0.412 -2.274 1.396
214 C 0.168 -1.717 0.096
215 C 0.510 -0.262 -0.078
216 C -0.227 0.581 0.954
217 N 0.179 0.048 2.297
218 O -0.174 0.831 3.356
219 C 0.207 2.079 0.631
220 C -1.783 0.585 0.813
221 C 0.731 -1.876 3.807
222 H -1.576 -2.781 3.509
223 H -2.263 -1.668 2.204
224 H -1.990 -1.144 3.794
225 H 1.487 -2.341 1.560
226 H 0.085 -3.313 1.377
227 H -0.804 -1.979 -0.322
228 H 0.757 -2.153 -0.711
229 H 0.347 0.212 -1.046
230 H 1.590 -0.169 0.038
231 H 0.088 2.768 1.466
232 H 1.264 2.208 0.398
233 H -0.221 2.441 -0.304
234 H -2.299 1.050 1.653
235 H -2.029 1.050 -0.142
236 H -2.298 -0.368 0.687
237 H 1.784 -2.098 3.631
238 H 0.361 -2.777 4.297
239 H 0.766 -1.071 4.541
240 H -1.120 0.667 3.376
241 C 0.676 3.625 -5.938
242 C -0.526 3.782 -6.894
243 C -1.788 3.936 -5.990
244 C -2.844 4.726 -6.619
245 C -2.272 6.017 -7.081
246 C -1.157 5.929 -8.205
247 N -0.153 4.972 -7.700
248 O 0.965 4.753 -8.499
249 C -1.968 5.641 -9.502
250 C -0.491 7.349 -8.246
251 C -0.699 2.500 -7.803
252 H 0.831 4.480 -5.280
253 H 1.646 3.234 -6.245
254 H 0.451 2.764 -5.309
255 H -2.324 2.993 -5.880
256 H -1.534 4.496 -5.090
257 H -3.600 4.971 -5.872
258 H -3.273 4.139 -7.431
259 H -1.687 6.414 -6.252
260 H -2.992 6.826 -7.209
261 H -1.360 5.415 -10.379
262 H -2.589 4.753 -9.382
263 H -2.637 6.463 -9.757
264 H -0.962 8.072 -8.913
265 H -0.415 7.786 -7.250
266 H 0.555 7.315 -8.550
267 H -0.910 1.589 -7.243
268 H 0.149 2.317 -8.463
269 H -1.555 2.577 -8.474
270 H 1.733 5.084 -8.028

---

Density functional theory data (wB97M-V/def2-TZVPD) for a structure of composition C40H27N8NiP.

## Properties
E_LUMO (spin up / spin down)   -1.360 / -1.362 eV
Gap between HOMO and LUMO (spin up / spin down)   4.92 / 4.91 eV
Strongest force on any atom   0.617 eV Å⁻¹
Total charge   0

Atoms and positions in Å:
1 Ni 0.321 -0.574 -0.654
2 C 4.384 4.523 -0.590
3 C 3.345 5.166 -1.279
4 C 2.150 4.518 -1.539
5 C 2.021 3.211 -1.088
6 C 0.936 2.244 -1.189
7 N -0.245 2.557 -1.673
8 C -1.195 1.655 -1.790
9 C -2.546 1.992 -2.219
10 C -3.150 3.203 -2.523
11 C -4.482 3.172 -2.902
12 C -5.186 1.960 -2.979
13 C -4.574 0.755 -2.677
14 C -3.241 0.795 -2.291
15 C -2.296 -0.250 -1.914
16 N -2.595 -1.528 -1.964
17 C -1.732 -2.449 -1.588
18 N -0.562 -2.258 -0.923
19 C -0.046 -3.486 -0.633
20 N 1.008 -3.748 0.109
21 C 1.815 -2.795 0.523
22 N 1.799 -1.480 0.163
23 C 2.862 -0.871 0.756
24 N 3.262 0.375 0.600
25 C 2.568 1.232 -0.116
26 N 1.309 1.067 -0.610
27 C 3.046 2.577 -0.406
28 C 4.250 3.220 -0.146
29 C 3.592 -1.835 1.569
30 C 4.714 -1.714 2.377
31 C 5.150 -2.852 3.035
32 C 4.486 -4.079 2.882
33 C 3.371 -4.194 2.071
34 C 2.934 -3.046 1.421
35 C -0.911 -4.528 -1.169
36 C -0.814 -5.914 -1.177
37 C -1.826 -6.619 -1.803
38 C -2.906 -5.958 -2.408
39 C -2.994 -4.577 -2.399
40 C -1.978 -3.875 -1.765
41 N -1.093 0.311 -1.597
42 H 5.307 5.059 -0.406
43 H 3.487 6.187 -1.614
44 H 1.338 5.004 -2.066
45 H -2.594 4.132 -2.464
46 H -4.993 4.096 -3.144
47 H -6.227 1.970 -3.279
48 H -5.109 -0.186 -2.739
49 H 5.044 2.714 0.389
50 H 5.223 -0.763 2.487
51 H 6.019 -2.796 3.679
52 H 4.856 -4.950 3.409
53 H 2.852 -5.137 1.946
54 H 0.024 -6.414 -0.704
55 H -1.786 -7.701 -1.833
56 H -3.679 -6.542 -2.893
57 H -3.824 -4.055 -2.859
58 C -2.383 -0.519 2.575
59 P -0.786 -0.045 1.790
60 C 0.345 -0.282 3.218
61 C -0.955 1.775 1.734
62 C -2.127 2.346 1.229
63 C -2.225 3.718 1.029
64 C -1.146 4.543 1.316
65 C 0.028 3.989 1.810
66 C 0.123 2.617 2.016
67 H -3.204 -0.434 1.866
68 H -2.594 0.096 3.452
69 H -2.314 -1.567 2.875
70 H 0.013 0.276 4.096
71 H 1.361 0.023 2.961
72 H 0.373 -1.348 3.455
73 H -2.971 1.713 0.973
74 H -3.143 4.138 0.634
75 H -1.217 5.612 1.152
76 H 0.879 4.624 2.027
77 H 1.055 2.204 2.387

---

Density functional theory data (wB97M-V/def2-TZVPD) for a structure of composition C3H8N4.

## Properties
E_LUMO   0.913 eV
Gap between HOMO and LUMO   9.10 eV
Energy relative to the best compared isomer or geometry (same formula, charge and spin)   57.91 kcal/mol
Strongest force on any atom   0.598 eV Å⁻¹
Total charge   0

Atoms and positions in Å:
1 C -2.212 -0.133 0.135
2 C -0.778 0.245 0.029
3 N 0.186 -1.946 0.195
4 N 2.062 1.582 0.160
5 C 1.050 0.909 -0.469
6 N 0.297 -0.547 0.291
7 N -0.273 1.400 -0.334
8 H 0.924 -2.367 0.746
9 H 0.274 -2.270 -0.767
10 H 3.017 1.378 -0.081
11 H 1.845 1.951 1.074
12 H 1.335 0.494 -1.433
13 H -2.825 0.767 0.176
14 H -2.383 -0.750 1.017
15 H -2.518 -0.712 -0.740

---

Density functional theory data (wB97M-V/def2-TZVPD) for a structure of composition C2H2O3Tl.

## Properties
Multiplicity   2
E_LUMO (spin up / spin down)   -0.100 / -0.947 eV
Gap between HOMO and LUMO (spin up / spin down)   8.08 / 8.50 eV
Energy relative to the best compared isomer or geometry (same formula, charge and spin)   13.81 kcal/mol
Strongest force on any atom   5.301 eV Å⁻¹
Total charge   0

Atoms and positions in Å:
1 O 1.281 1.657 2.322
2 C 0.468 0.873 1.939
3 O -0.177 0.516 0.631
4 C -0.047 -0.364 -1.407
5 O -0.560 -1.444 -1.023
6 H 1.055 -0.273 -1.314
7 H -0.563 0.236 -2.183
8 Tl -1.456 -1.201 1.037

---

Density functional theory data (wB97M-V/def2-TZVPD) for a structure of composition C31H33InN4S5Si.

## Properties
E_LUMO   -0.884 eV
Gap between HOMO and LUMO   4.75 eV
Energy relative to the best compared isomer or geometry (same formula, charge and spin)   36.74 kcal/mol
Strongest force on any atom   0.200 eV Å⁻¹
Total charge   0

Atoms and positions in Å:
1 In -1.514 1.094 0.914
2 N 0.608 -0.978 4.653
3 C -0.360 -0.919 5.689
4 C 0.022 -0.780 7.012
5 C -0.951 -0.714 8.000
6 C -2.295 -0.742 7.661
7 C -2.672 -0.842 6.328
8 C -1.702 -0.962 5.346
9 S -2.131 -1.191 3.653
10 N -0.833 -0.374 2.892
11 C 0.327 -0.419 3.428
12 C 1.481 0.127 2.659
13 C 2.767 -0.363 2.830
14 C 3.783 0.150 2.035
15 C 3.479 1.137 1.118
16 C 2.162 1.564 1.022
17 N 1.179 1.066 1.764
18 H 1.549 -0.821 4.978
19 H 1.073 -0.734 7.272
20 H -0.653 -0.625 9.036
21 H -3.052 -0.676 8.430
22 H -3.717 -0.840 6.046
23 H 2.977 -1.160 3.530
24 H 4.792 -0.229 2.131
25 H 4.228 1.563 0.467
26 H 1.886 2.317 0.299
27 C -0.883 2.958 0.034
28 Si -0.328 1.267 -2.544
29 C -1.144 -0.281 -1.788
30 N -1.017 -0.721 -0.365
31 C -2.068 -1.752 -0.005
32 C -1.565 -3.192 0.021
33 C -0.565 -3.452 -1.091
34 C 0.657 -2.547 -0.893
35 C 0.328 -1.278 -0.092
36 C -0.928 1.195 -4.308
37 C -0.056 1.243 -5.397
38 C -0.539 1.177 -6.697
39 C -1.903 1.060 -6.922
40 C -2.783 1.011 -5.848
41 C -2.302 1.080 -4.550
42 C 1.560 1.293 -2.541
43 C 2.311 0.174 -2.910
44 C 3.696 0.220 -2.984
45 C 4.364 1.406 -2.711
46 C 3.638 2.541 -2.375
47 C 2.252 2.481 -2.291
48 H -1.618 3.657 0.435
49 H 0.098 3.311 0.337
50 H -0.885 -1.108 -2.460
51 H -2.218 -0.097 -1.964
52 H -2.892 -1.613 -0.706
53 H -2.478 -1.496 0.972
54 H -2.433 -3.848 -0.066
55 H -1.102 -3.417 0.988
56 H -1.040 -3.252 -2.054
57 H -0.260 -4.499 -1.108
58 H 1.100 -2.296 -1.854
59 H 1.431 -3.079 -0.334
60 H 1.073 -0.508 -0.295
61 H 0.361 -1.505 0.974
62 H 1.012 1.338 -5.232
63 H 0.148 1.219 -7.533
64 H -2.282 1.008 -7.935
65 H -3.848 0.920 -6.020
66 H -3.006 1.038 -3.722
67 H 1.806 -0.747 -3.174
68 H 4.252 -0.663 -3.276
69 H 5.443 1.451 -2.783
70 H 4.150 3.477 -2.189
71 H 1.689 3.374 -2.043
72 S -1.086 3.094 -1.776
73 S -4.676 0.156 -1.535
74 S -4.145 1.663 -0.270
75 S -3.746 0.890 1.686

---

Density functional theory data (wB97M-V/def2-TZVPD) for the molecule C2H5F2N.

## Properties
E_LUMO   0.934 eV
Gap between HOMO and LUMO   10.65 eV
Energy relative to the best compared isomer or geometry (same formula, charge and spin)   22.29 kcal/mol
Strongest force on any atom   3.150 eV Å⁻¹
Total charge   0
SMILES string   NCC(F)F

Atoms and positions in Å:
1 C -0.203 -0.439 -0.380
2 C 1.005 0.161 0.285
3 H -1.840 -0.154 0.790
4 H -1.826 0.757 -0.638
5 H 0.062 -0.580 -1.429
6 H -0.417 -1.315 0.156
7 H 1.099 0.246 1.393
8 N -1.277 0.332 0.093
9 F 2.191 -0.472 -0.074
10 F 1.205 1.463 -0.197